Entry 1:
Computed, not measured: a cluster of 7 separate species, C26H62ClN2O7P3 in total at a distorted geometry, with wB97M-V/def2-TZVPD.

The geometry in XYZ format:
```
101
C26H62ClN2O7P3 | OMol25 | wB97M-V/def2-TZVPD
C 4.029 -0.587 -1.591
P 2.274 -0.342 -0.880
C 2.261 0.645 0.754
C 1.031 0.323 -2.166
C 0.680 1.932 -2.013
N 0.334 3.194 -1.875
C -0.342 -0.628 -2.265
C -0.887 -0.405 -3.830
N -1.269 -0.366 -5.090
P 0.019 -2.498 -2.084
C 0.153 -3.057 -0.263
C 1.567 -2.962 -3.116
P -1.766 0.015 -1.139
O -1.159 0.726 0.339
Cl -2.998 -1.632 -0.459
H 4.780 0.278 -1.351
H 3.917 -0.735 -2.755
H 4.439 -1.605 -1.134
H 1.315 1.312 0.931
H 3.208 1.314 0.943
H 2.261 -0.163 1.632
H 1.547 0.200 -3.236
H -0.175 -2.213 0.514
H -0.357 -4.090 -0.019
H 1.315 -3.221 -0.048
H 1.405 -3.948 -3.765
H 1.696 -2.091 -3.921
H 2.574 -2.978 -2.508
H -1.822 0.510 1.082
C 7.906 -3.869 0.723
C 6.534 -3.954 0.074
C 6.499 -5.018 -1.012
O 6.200 -2.690 -0.493
H 8.671 -3.598 -0.013
H 7.920 -3.091 1.493
H 8.186 -4.822 1.182
H 5.780 -4.181 0.836
H 7.214 -4.787 -1.810
H 5.509 -5.059 -1.479
H 6.736 -6.005 -0.605
H 6.864 -2.480 -1.170
C -3.123 3.511 0.245
C -4.106 2.786 1.151
C -5.338 3.634 1.424
O -3.466 2.471 2.385
H -2.774 4.440 0.710
H -2.236 2.894 0.068
H -3.580 3.753 -0.719
H -4.405 1.840 0.686
H -5.067 4.567 1.930
H -6.030 3.104 2.087
H -5.861 3.880 0.495
H -3.197 3.304 2.805
C -5.026 0.379 -3.544
C -4.549 1.820 -3.636
C -5.131 2.519 -4.854
O -3.126 1.842 -3.714
H -4.711 -0.196 -4.422
H -4.590 -0.115 -2.669
H -6.117 0.328 -3.466
H -4.836 2.362 -2.729
H -4.820 2.020 -5.779
H -4.770 3.551 -4.915
H -6.225 2.533 -4.817
H -2.862 1.363 -4.517
C -3.829 0.728 6.835
C -3.541 2.185 6.507
C -4.826 2.970 6.296
O -2.745 2.255 5.327
H -4.368 0.242 6.014
H -2.895 0.173 6.972
H -4.427 0.640 7.747
H -2.962 2.637 7.320
H -5.400 2.563 5.457
H -4.602 4.014 6.049
H -5.453 2.949 7.192
H -3.251 1.856 4.600
C 9.709 1.044 -0.874
C 10.018 -0.401 -0.515
C 11.514 -0.671 -0.541
O 9.366 -1.267 -1.441
H 10.058 1.279 -1.886
H 8.628 1.220 -0.864
H 10.184 1.735 -0.171
H 9.620 -0.626 0.480
H 11.927 -0.496 -1.541
H 11.720 -1.718 -0.293
H 12.043 -0.031 0.172
H 9.713 -1.074 -2.328
C -6.901 -0.172 2.107
C -7.432 -0.351 0.694
C -7.190 -1.763 0.186
O -6.788 0.580 -0.173
H -5.820 -0.343 2.145
H -7.071 0.852 2.455
H -7.389 -0.863 2.802
H -8.504 -0.130 0.672
H -6.119 -1.991 0.155
H -7.566 -1.874 -0.837
H -7.686 -2.502 0.823
H -5.835 0.391 -0.161
```

## Properties
HOMO-LUMO gap = 8.00 eV
SMILES = CP(C)[C@H](C#N)[C@@](C#N)(P(C)C)P(O)Cl.CC(C)O.CC(C)O.CC(C)O.CC(C)O.CC(C)O.CC(C)O
HOMO level = -7.89 eV

=====

Entry 2:
Computed, not measured: a cluster of 11 separate species, C26H64Br2O9 in total at a distorted geometry, with wB97M-V/def2-TZVPD.

The geometry in XYZ format:
```
101
C26H64Br2O9 | OMol25 | wB97M-V/def2-TZVPD
Br -1.046 0.622 -3.839
C -1.299 -0.068 -5.620
C -2.769 -0.158 -5.965
Br -3.365 1.617 -6.667
H -0.659 -0.948 -5.669
H -0.840 0.580 -6.366
H -3.368 -0.447 -5.101
H -2.943 -0.815 -6.817
C 6.922 2.048 1.480
C 6.366 3.292 1.156
C 5.014 3.401 0.891
C 4.156 2.288 1.052
C 4.735 1.081 1.385
C 6.086 0.946 1.524
H 7.968 2.053 1.746
H 6.868 4.246 1.091
H 4.546 4.330 0.602
H 3.084 2.300 0.926
H 4.110 0.211 1.517
H 6.608 0.020 1.715
C -1.903 2.168 5.035
C -1.457 0.924 4.262
O -2.498 -0.016 4.073
H -2.649 2.665 4.415
H -1.093 2.891 5.135
H -2.234 1.988 6.058
H -0.725 0.369 4.850
H -0.875 1.240 3.396
H -2.103 -0.869 3.882
C 4.266 -2.041 -1.037
C 3.857 -3.375 -0.397
O 4.132 -3.274 0.964
H 3.915 -1.980 -2.068
H 5.353 -1.984 -0.984
H 3.770 -1.183 -0.582
H 4.298 -4.281 -0.813
H 2.809 -3.501 -0.666
H 3.533 -2.572 1.229
C -0.864 4.153 1.406
C -0.046 5.138 0.588
O 1.221 5.235 1.165
H -1.898 4.065 1.074
H -1.003 4.430 2.451
H -0.393 3.185 1.232
H -0.570 6.093 0.567
H 0.075 4.826 -0.449
H 1.614 6.073 0.908
C -5.530 -0.933 0.754
C -4.395 -0.135 1.438
O -4.820 0.701 2.459
H -6.543 -0.535 0.799
H -5.611 -1.835 1.361
H -5.203 -1.236 -0.241
H -3.717 0.428 0.797
H -3.791 -0.922 1.890
H -4.037 1.028 2.909
C 1.312 3.898 -3.217
C 1.188 3.528 -4.704
O 2.570 3.438 -5.213
H 1.994 4.709 -2.961
H 1.604 3.058 -2.586
H 0.327 4.164 -2.833
H 0.710 4.259 -5.356
H 0.781 2.537 -4.908
H 2.965 2.647 -4.839
C 1.663 -2.692 4.052
C 2.162 -1.424 3.380
O 2.197 -1.437 1.930
H 0.647 -2.978 3.780
H 1.699 -2.587 5.137
H 2.195 -3.606 3.787
H 3.155 -1.100 3.692
H 1.483 -0.607 3.625
H 1.283 -1.244 1.711
C 0.471 0.533 -0.615
C -0.760 -0.146 -0.011
O -0.383 -1.097 1.016
H 1.061 1.266 -0.065
H 0.239 1.193 -1.451
H 1.159 -0.236 -0.968
H -1.316 -0.698 -0.769
H -1.443 0.632 0.330
H -1.194 -1.553 1.253
C -3.456 -2.235 -2.257
C -3.674 -3.428 -3.176
O -4.059 -2.962 -4.404
H -4.100 -1.369 -2.410
H -2.483 -1.810 -2.503
H -3.464 -2.526 -1.207
H -4.542 -3.962 -2.790
H -2.795 -4.064 -3.284
H -4.635 -3.615 -4.807
C -2.515 -5.394 0.340
C -1.578 -4.231 0.874
O -2.426 -3.170 1.329
H -3.353 -5.743 0.943
H -1.880 -6.281 0.337
H -2.790 -5.185 -0.694
H -1.006 -3.849 0.028
H -0.961 -4.609 1.689
H -3.107 -3.549 1.889
```

## Properties
Charge = -1
HOMO-LUMO gap (alpha / beta) = 1.63 / 9.08 eV
2S+1 = 2
HOMO level (alpha / beta) = 0.42 / -7.07 eV

=====

Entry 3:
Computed, not measured: a cluster of 7 separate species, C26H64N2O7 in total at a distorted geometry, with wB97M-V/def2-TZVPD.

The geometry in XYZ format:
```
99
C26H64N2O7 | OMol25 | wB97M-V/def2-TZVPD
C 0.567 1.881 1.085
C 0.951 3.112 0.233
C 2.445 3.048 -0.144
C 0.189 2.950 -1.107
C -1.291 3.351 -1.058
C -1.354 4.772 -0.449
C -0.675 4.991 0.902
C -0.496 6.516 1.021
C -1.471 4.356 2.047
N 0.652 4.401 0.792
O 1.521 4.763 1.840
H 0.937 1.968 2.115
H -0.515 1.799 1.197
H 0.923 0.924 0.709
H 3.029 3.358 0.736
H 2.943 2.082 -0.247
H 2.713 3.759 -0.922
H 0.692 3.582 -1.838
H 0.228 1.886 -1.341
H -1.647 3.423 -2.083
H -1.931 2.736 -0.426
H -2.416 5.042 -0.359
H -1.022 5.495 -1.198
H -1.482 6.967 1.195
H -0.147 6.954 0.089
H 0.117 6.872 1.846
H -2.307 4.914 2.455
H -0.783 4.029 2.833
H -1.787 3.375 1.681
H 1.208 4.300 2.636
C -2.653 -0.452 5.496
C -2.071 -0.901 4.142
C -0.739 -0.205 3.967
C -1.845 -2.435 4.334
C -1.586 -3.134 3.007
C -2.712 -2.872 2.023
C -3.020 -1.393 1.767
C -1.979 -0.832 0.796
C -4.421 -1.314 1.154
N -3.031 -0.683 3.066
O -3.302 0.686 2.877
H -3.669 -0.861 5.574
H -2.123 -0.876 6.346
H -2.757 0.631 5.559
H -0.041 -0.522 4.740
H -0.332 -0.589 3.022
H -0.814 0.871 3.832
H -0.948 -2.496 4.955
H -2.634 -2.972 4.862
H -0.588 -2.806 2.676
H -1.332 -4.192 3.129
H -3.607 -3.425 2.316
H -2.340 -3.335 1.103
H -0.986 -0.767 1.229
H -2.267 0.153 0.416
H -1.925 -1.397 -0.139
H -4.528 -1.989 0.303
H -4.571 -0.270 0.889
H -5.134 -1.741 1.862
H -4.223 0.796 3.139
C 0.290 -1.630 -4.698
C -0.622 -0.824 -3.781
O -0.239 0.559 -3.860
H 1.363 -1.450 -4.603
H 0.173 -1.239 -5.717
H 0.050 -2.695 -4.681
H -0.496 -1.058 -2.719
H -1.656 -0.980 -4.080
H 0.673 0.646 -3.515
C 3.470 1.632 -4.544
C 3.457 1.263 -3.058
O 2.297 0.531 -2.717
H 2.753 1.006 -5.079
H 4.491 1.487 -4.893
H 3.084 2.616 -4.820
H 3.663 2.079 -2.364
H 4.378 0.698 -2.859
H 2.496 -0.415 -2.640
C -0.269 -5.153 -0.411
C 0.082 -5.410 -1.877
O 0.245 -6.838 -2.060
H -1.254 -5.576 -0.243
H -0.323 -4.071 -0.240
H 0.585 -5.486 0.181
H 1.018 -4.922 -2.157
H -0.766 -5.228 -2.531
H 0.829 -7.155 -1.362
C 5.226 -2.885 -2.789
C 4.008 -3.234 -1.938
O 3.003 -2.262 -2.222
H 5.868 -2.130 -2.347
H 4.962 -2.687 -3.827
H 5.800 -3.813 -2.918
H 4.243 -3.212 -0.868
H 3.639 -4.223 -2.237
H 2.253 -2.340 -1.600
O 1.050 -1.383 -0.553
H 0.767 -1.706 0.313
H 1.798 -0.795 -0.366
```

## Properties
ΔE to the lowest compared entry with this formula, charge and spin = 28.8 kcal per mole
HOMO-LUMO gap = 8.32 eV
SMILES = CC1(C)CCCC(C)(C)N1O.CC1(C)CCCC(C)(C)N1O.CCO.CCO.CCO.CCO.O
HOMO level = -8.15 eV

=====

Entry 4:
Computed, not measured: a cluster of 8 separate species, C26H66ClNO22S6 in total at a distorted geometry, with wB97M-V/def2-TZVPD.

The geometry in XYZ format:
```
122
C26H66ClNO22S6 | OMol25 | wB97M-V/def2-TZVPD
C 0.306 -2.038 -5.251
C 0.802 -3.235 -4.478
C 0.669 -3.160 -2.967
N 1.007 -4.505 -2.197
C 2.417 -4.979 -2.485
C 0.018 -5.652 -2.500
C -0.601 -6.176 -1.237
C 0.223 -5.529 -0.141
C 0.893 -4.257 -0.668
H 0.435 -2.228 -6.317
H 0.902 -1.135 -5.118
H -0.750 -1.895 -5.021
H 1.862 -3.270 -4.729
H 0.342 -4.102 -4.952
H -0.307 -2.743 -2.719
H 1.232 -2.312 -2.578
H 3.127 -4.175 -2.294
H 2.327 -5.231 -3.542
H 2.601 -5.876 -1.893
H 0.574 -6.420 -3.039
H -0.798 -5.254 -3.103
H -0.645 -7.254 -1.081
H -1.664 -5.937 -1.226
H 1.064 -6.165 0.135
H -0.438 -5.475 0.724
H 1.836 -3.921 -0.237
H 0.108 -3.529 -0.464
Cl 0.215 0.375 -0.990
O 0.926 -0.676 -0.348
O -0.665 1.025 -0.123
O 1.179 1.357 -1.483
O -0.466 -0.121 -2.107
O -2.861 -1.909 2.579
S -3.998 -2.813 2.421
O -5.365 -2.351 2.736
O -4.082 -3.311 0.865
C -2.899 -3.376 0.097
C -3.124 -2.186 -0.903
C -3.606 -4.504 3.063
H -2.906 -4.353 -0.386
H -1.984 -3.275 0.680
H -4.117 -2.308 -1.337
H -2.408 -2.233 -1.723
H -3.145 -1.178 -0.490
H -2.539 -4.648 2.893
H -4.197 -5.199 2.466
H -3.842 -4.438 4.125
O -0.052 6.169 -0.266
S -1.328 5.558 0.146
O -1.500 4.913 1.430
O -2.593 6.564 -0.231
C -3.905 6.098 -0.157
C -4.643 6.379 -1.473
C -1.617 4.342 -1.171
H -4.479 6.657 0.582
H -3.975 5.027 0.030
H -5.626 5.908 -1.457
H -4.144 6.071 -2.392
H -4.641 7.455 -1.644
H -0.717 3.744 -1.317
H -1.855 4.891 -2.082
H -2.483 3.742 -0.891
O 1.429 -3.517 2.606
S 0.659 -2.829 3.666
O -0.505 -3.515 4.327
O 1.784 -2.353 4.861
C 1.356 -1.996 6.128
C 1.321 -3.264 6.961
C 0.154 -1.098 3.163
H 0.372 -1.529 6.097
H 2.026 -1.279 6.603
H 2.337 -3.520 7.259
H 1.045 -4.102 6.320
H 0.708 -3.033 7.833
H -0.446 -1.119 2.253
H 1.117 -0.664 2.897
H -0.417 -0.513 3.884
O -1.009 2.879 6.260
S 0.369 2.479 6.241
O 0.638 1.066 6.338
O 1.107 2.971 4.782
C 0.310 2.791 3.634
C 1.147 3.105 2.344
C 1.434 3.419 7.498
H -0.554 3.451 3.551
H -0.054 1.769 3.527
H 2.050 2.502 2.247
H 1.642 4.076 2.362
H 0.456 3.030 1.504
H 0.865 3.282 8.418
H 1.429 4.456 7.165
H 2.411 2.936 7.486
O 5.348 2.293 1.300
S 6.175 1.481 0.353
O 7.634 1.536 0.303
O 5.775 -0.169 0.458
C 4.423 -0.416 0.308
C 4.039 -1.668 1.161
C 5.629 1.760 -1.414
H 4.123 -0.621 -0.720
H 3.835 0.412 0.704
H 4.841 -2.390 1.002
H 3.021 -1.961 0.906
H 3.852 -1.398 2.200
H 6.198 1.160 -2.124
H 5.713 2.824 -1.635
H 4.608 1.397 -1.527
O 0.562 2.346 -6.112
S -0.106 3.368 -5.271
O 0.591 4.211 -4.288
O -0.963 4.393 -6.258
C -1.596 5.596 -5.780
C -3.042 5.754 -6.233
C -1.599 2.595 -4.522
H -1.065 6.533 -5.947
H -1.578 5.513 -4.693
H -3.384 6.682 -5.776
H -3.630 4.919 -5.851
H -3.115 5.662 -7.316
H -2.242 3.342 -4.058
H -1.185 1.892 -3.800
H -2.142 2.133 -5.346
```

## Properties
Charge = +1
HOMO-LUMO gap (alpha / beta) = 9.98 / 3.72 eV
2S+1 = 2
HOMO level (alpha / beta) = -12.32 / -12.32 eV

=====

Computed calculated total energy (eV) in order:
-85661.81683, -186508.07760, -45308.44652, -152077.24286